Here is a cluster of 9 separate species, C4H23NO10 in total from OMol25. Energies are from wB97M-V/def2-TZVPD.

The molar mass comes out at 245.225 Da. The calculation puts the total energy at -26487.944 eV. The LUMO energy comes out at 0.068 eV. Its structure (SMILES) is CCC(=O)NC=O.O.O.O.O.O.O.O.O. Its relative energy (zero: lowest compared OMol25 entry of this formula, charge and spin) is 0.432 eV. The value obtained for the HOMO-LUMO gap is 10.661 eV. Its HOMO energy is -10.59 eV.

```
38
C4H23NO10, DFT wB97M-V/def2-TZVPD
O -1.362 -1.956 -1.827
C -0.849 -0.861 -1.746
N 0.368 -0.808 -1.074
C 1.227 0.277 -0.898
O 2.137 0.160 -0.117
C -1.343 0.345 -2.468
C -1.925 1.452 -1.537
H 0.650 -1.657 -0.596
H 1.013 1.141 -1.531
H -2.171 0.063 -3.109
H -0.594 0.861 -3.062
H -1.979 2.418 -2.045
H -2.867 1.056 -1.183
H -1.229 1.754 -0.757
H 2.034 -3.976 1.188
H 2.494 -3.470 -0.196
O 1.732 -3.698 0.335
H 0.189 1.989 2.633
H 1.158 1.005 1.921
O 0.587 1.795 1.787
H -2.042 -0.253 1.841
H -2.612 -0.031 3.232
O -2.631 0.369 2.342
H 2.241 -0.738 1.576
H 0.750 -1.026 1.897
O 1.582 -0.615 2.260
H -1.299 -3.303 -0.652
H -0.146 -4.069 0.072
O -1.108 -3.842 0.142
H 2.599 3.363 -2.169
H 1.310 3.557 -1.353
O 1.641 3.488 -2.282
H 1.739 4.523 0.651
H 0.820 3.288 0.813
O 0.975 4.090 0.247
H -0.999 -2.688 1.197
H -1.280 -2.082 2.649
O -0.810 -1.922 1.815
```

Atom charges from the natural (NBO) analysis, given in e for atoms 1 to 8: number 1, O, carries -0.6161; number 2, C, carries 0.7249; number 3, N, carries -0.6626; number 4, C, carries 0.5549; number 5, O, carries -0.6064; number 6, C, carries -0.5245; number 7, C, carries -0.6030; number 8, H, carries 0.4209

Here is a cluster of 8 separate species, C4H23NO8S in total from OMol25. Energies are from wB97M-V/def2-TZVPD.

The molar mass comes out at 245.294 Da. The calculation puts the total energy at -33223.288 eV. The LUMO energy comes out at -0.430 eV. Its structure (SMILES) is NC(=O)CCCS.O.O.O.O.O.O.O. Its relative energy (zero: lowest compared OMol25 entry of this formula, charge and spin) is 3.347 eV. The value obtained for the HOMO-LUMO gap is 8.604 eV. Its HOMO energy is -9.03 eV.

```
37
C4H23NO8S, DFT wB97M-V/def2-TZVPD
C 0.240 -0.985 0.396
C -0.467 -1.013 1.705
C -0.421 -2.459 2.318
S -1.839 -3.606 2.106
C -0.347 -0.130 -0.643
N -1.232 0.815 -0.327
O -0.087 -0.097 -1.825
H 0.317 -1.912 -0.076
H 1.287 -0.409 0.628
H -0.248 -0.242 2.447
H -1.549 -0.926 1.467
H 0.274 -3.286 1.908
H -0.157 -2.420 3.394
H -2.150 -3.402 0.962
H -1.500 1.506 -1.082
H -1.750 0.994 0.550
H -1.921 3.701 -0.588
H -3.090 2.899 -1.290
O -2.805 3.325 -0.548
H -0.188 2.495 -2.577
H -0.549 3.912 -2.193
O -0.844 3.121 -2.468
H 1.729 1.931 2.910
H 1.930 1.739 1.366
O 1.600 1.107 2.201
H 3.090 -1.563 -3.236
H 2.561 -2.093 -1.837
O 3.284 -1.763 -2.296
H -3.192 2.933 1.185
H -2.346 2.857 2.559
O -2.789 2.383 1.934
H 0.965 -0.235 -3.275
H 2.460 0.159 -3.198
O 1.679 -0.199 -3.795
H 1.973 -3.070 0.396
H 3.206 -2.682 0.706
O 2.877 -3.384 0.118
```

Atom charges from the natural (NBO) analysis, given in e for atoms 1 to 8: number 1, C, carries -0.5061; number 2, C, carries -0.4406; number 3, C, carries -0.5249; number 4, S, carries -0.0188; number 5, C, carries 0.6801; number 6, N, carries -0.8411; number 7, O, carries -0.7070; number 8, H, carries 0.2286

Here is a structure of composition C4H24BO20 from OMol25. Energies are from wB97M-V/def2-TZVPD.

The molar mass comes out at 403.028 Da. The calculation puts the total energy at -46171.331 eV. The LUMO energy comes out at 1.654 eV. Its relative energy (zero: lowest compared OMol25 entry of this formula, charge and spin) is 2.797 eV. The value obtained for the HOMO-LUMO gap is 9.492 eV. The net charge is -1. Its HOMO energy is -7.84 eV.

```
49
C4H24BO20, DFT wB97M-V/def2-TZVPD
O 0.770 2.763 -0.486
C -0.018 1.923 -0.026
O 0.246 0.717 0.115
B -0.835 0.131 0.881
O -1.809 1.203 1.001
C -1.283 2.192 0.527
O -1.849 3.265 0.427
O -0.398 -0.360 2.215
C -0.721 -1.577 2.260
O -0.301 -2.366 3.084
C -1.353 -1.976 1.036
O -1.378 -1.073 0.204
O -1.590 -3.135 0.783
O -4.198 3.209 -0.735
H -4.954 2.858 -0.366
H -3.480 3.095 -0.156
O -3.051 0.469 -1.972
H -3.331 -0.169 -1.371
H -3.060 1.300 -1.513
O 2.639 4.704 -0.367
H 3.258 4.082 -0.022
H 1.858 4.186 -0.507
O 1.312 -1.374 -1.385
H 1.012 -0.586 -1.841
H 0.933 -2.101 -1.850
O 2.633 1.840 -1.946
H 3.170 1.313 -1.350
H 1.837 2.022 -1.453
O -1.122 -5.330 -0.558
H -0.317 -5.640 -0.133
H -1.280 -4.535 -0.074
O -0.057 0.788 -2.954
H 0.238 1.670 -3.191
H 0.181 0.317 -3.738
O 2.233 -1.773 1.639
H 1.661 -1.900 2.378
H 2.029 -2.499 1.045
O 1.329 -4.109 0.115
H 2.055 -4.607 -0.279
H 0.818 -3.620 -0.548
O 2.930 0.846 1.916
H 2.836 -0.114 1.991
H 2.071 1.163 1.662
O -0.612 5.619 -0.507
H -1.030 4.865 -0.100
H -1.364 6.100 -0.929
O 0.551 -4.893 2.568
H 0.927 -4.584 1.756
H -0.131 -4.312 2.773
```

Atom charges from the natural (NBO) analysis, given in e for atoms 1 to 8: number 1, O, carries -0.6071; number 2, C, carries 0.6964; number 3, O, carries -0.5892; number 4, B, carries 1.1721; number 5, O, carries -0.5889; number 6, C, carries 0.6845; number 7, O, carries -0.6168; number 8, O, carries -0.6097

Here is a cluster of 7 separate species, C4H24N2O6 in total from OMol25. Energies are from wB97M-V/def2-TZVPD.

The molar mass comes out at 196.244 Da. The calculation puts the total energy at -19798.700 eV. The LUMO energy comes out at 0.123 eV. Its structure (SMILES) is CN(C)CCN.O.O.O.O.O.O. Its relative energy (zero: lowest compared OMol25 entry of this formula, charge and spin) is 4.823 eV. The value obtained for the HOMO-LUMO gap is 9.005 eV. Its HOMO energy is -8.88 eV.

```
36
C4H24N2O6, DFT wB97M-V/def2-TZVPD
N -0.277 2.096 1.363
C -0.734 1.928 -0.092
C -0.923 0.432 -0.124
N -1.763 -0.152 0.895
C -2.127 -1.548 0.586
C -3.009 0.630 1.257
H -1.023 2.108 1.917
H 0.350 1.350 1.664
H -0.034 2.246 -0.815
H -1.644 2.542 -0.127
H 0.135 0.100 0.038
H -1.255 0.160 -1.189
H -2.847 -1.829 1.401
H -2.833 -1.634 -0.228
H -1.199 -2.010 0.490
H -2.485 1.558 1.650
H -3.719 0.304 1.995
H -3.554 0.926 0.336
H -1.123 -0.355 3.520
H -0.859 -0.126 5.023
O -1.294 -0.820 4.439
H 3.326 -1.411 1.233
H 2.964 -0.836 -0.091
O 3.205 -0.552 0.720
H 3.762 -1.418 -3.070
H 4.091 -0.707 -1.697
O 3.945 -1.565 -2.118
H 1.432 -0.258 -1.870
H 2.002 -1.715 -2.263
O 1.636 -0.942 -2.584
H 2.896 1.403 -1.892
H 3.415 2.291 -0.702
O 3.233 2.121 -1.626
H -0.520 -1.179 -3.052
H -1.975 -1.371 -2.352
O -1.195 -1.768 -2.636
```

Atom charges from the natural (NBO) analysis, given in e for atoms 1 to 8: number 1, N, carries -0.8241; number 2, C, carries -0.2336; number 3, C, carries -0.2261; number 4, N, carries -0.4615; number 5, C, carries -0.4025; number 6, C, carries -0.4299; number 7, H, carries 0.3315; number 8, H, carries 0.3514